A structure of composition C7H10, computed with wB97M-V/def2-TZVPD.

Structure (XYZ):
```
17
C7H10 wB97M-V/def2-TZVPD
C -1.328 0.932 -0.651
C 0.535 -1.055 -0.868
C 1.501 -1.016 0.361
C -0.476 -0.182 -0.120
C 1.605 0.739 0.761
C 0.459 -0.113 1.072
C -1.958 -0.307 -0.063
H -1.389 1.063 -1.729
H -1.392 1.870 -0.104
H 2.247 0.886 1.622
H -2.424 -0.216 0.915
H 0.949 -0.676 -1.796
H 0.138 -2.061 -1.059
H -2.461 -1.002 -0.731
H 2.410 -0.217 0.192
H 1.479 1.571 0.099
H 0.107 -0.217 2.099
```

Highest occupied orbital energy = -8.038 eV
Lowest unoccupied orbital energy = 1.043 eV
Frontier orbital gap = 0.3337 Eh
Energy above the lowest of the compared OMol25 structures with the same formula, charge and spin = 5.2388 eV


A cluster of 2 separate species, C3H7O3 in total at a distorted geometry, computed with wB97M-V/def2-TZVPD.

Structure (XYZ):
```
13
C3H7O3 wB97M-V/def2-TZVPD
O -0.590 -1.766 -1.188
O -1.429 -4.380 -4.360
O 0.000 0.000 0.000
C 0.735 -0.184 -2.252
C 1.671 0.911 -1.832
C -0.016 -0.704 -1.058
H 1.319 -0.998 -2.722
H 1.200 1.838 -1.466
H -1.458 -5.345 -4.168
H 2.434 0.592 -1.102
H -0.482 -4.194 -4.555
H 2.170 1.125 -2.792
H 0.048 0.224 -3.018
```

Highest occupied orbital energy = -3.452 eV
Lowest unoccupied orbital energy = 3.381 eV
Frontier orbital gap = 0.2511 Eh
Energy above the lowest of the compared OMol25 structures with the same formula, charge and spin = 1.1085 eV
Net charge = -1


A cluster of 3 separate species, C13H21BrO9S2 in total at a distorted geometry, computed with wB97M-V/def2-TZVPD.

Structure (XYZ):
```
46
C13H21BrO9S2 wB97M-V/def2-TZVPD
Br -3.694 -3.220 -0.946
S -0.178 -1.074 -2.050
S 0.475 -3.087 2.128
O -2.982 6.059 -2.013
O 1.462 1.372 1.838
O 3.577 0.687 2.182
O 3.194 2.602 1.095
O -0.689 -0.003 -2.954
O -0.914 5.359 -2.565
O 0.540 -2.081 -2.877
O -1.487 -1.683 -1.279
O -2.533 3.861 -2.190
C 0.251 -2.401 0.417
C 1.101 -1.080 0.429
C -0.278 4.082 -2.525
C 1.016 -0.288 -0.924
C -1.242 -2.107 0.084
C -2.183 -3.357 0.364
C -2.219 5.178 -2.234
C 4.599 2.562 1.355
C 2.633 1.539 1.717
C -4.297 -3.274 1.976
C -2.753 -3.353 1.831
C -1.428 3.134 -2.733
C 4.835 1.105 1.649
H 5.048 0.524 0.748
H 0.751 -0.437 1.273
H -4.720 -2.313 1.637
H 0.436 -4.449 2.012
H -1.291 2.187 -2.215
H 5.162 2.915 0.493
H 5.634 0.945 2.370
H 2.151 -1.346 0.640
H -4.827 -4.133 1.542
H 0.199 3.955 -1.549
H 4.818 3.204 2.210
H 0.744 0.769 -0.801
H 1.993 -0.395 -1.424
H -1.656 -4.293 0.114
H -1.572 -1.276 0.743
H -2.286 -2.547 2.421
H -1.619 2.933 -3.789
H 0.677 -3.166 -0.258
H 0.479 4.001 -3.302
H -2.420 -4.304 2.291
H -4.507 -3.309 3.068
```

Highest occupied orbital energy = -9.859 eV
SMILES = CC[C@@H](Br)[C@@H]1OS(=O)(=O)CC[C@H]1S.O=C1OCCO1.O=C1OCCO1
Lowest unoccupied orbital energy = -0.007 eV
Frontier orbital gap = 0.3621 Eh


A cluster of 2 separate species, C3H10S in total at a distorted geometry, computed with wB97M-V/def2-TZVPD.

Structure (XYZ):
```
14
C3H10S wB97M-V/def2-TZVPD
S 0.536 0.190 -2.444
C -1.311 -0.958 1.613
C 0.101 -0.380 1.627
C 0.152 1.106 1.903
H 0.583 -0.650 0.686
H -1.282 -2.043 1.447
H -1.772 -0.830 2.589
H -0.738 1.655 1.583
H 1.475 -0.766 -2.310
H 0.731 -0.890 2.361
H -0.353 -0.707 -2.900
H 0.884 1.670 1.304
H -1.917 -0.611 0.779
H 0.356 1.392 2.933
```

Highest occupied orbital energy = -9.831 eV
SMILES = CCC.S
Lowest unoccupied orbital energy = 0.839 eV
Frontier orbital gap = 0.3921 Eh
Energy above the lowest of the compared OMol25 structures with the same formula, charge and spin = 0.2515 eV